[1]
The following is a quantum chemistry calculation of C12F10OPtSSe4 as an isolated structure, from OMol25.

```
29
Properties=species:S:1:pos:R:3:forces:R:3
Pt 0.214615 -0.918533 0.350791 -0.33 0.20 -0.11
Se -0.830671 -2.737889 1.763039 0.02 -0.09 -0.09
Se -1.907708 -0.983065 2.884820 -0.03 0.02 0.04
Se -0.203301 0.588262 3.308389 -0.02 -0.01 0.07
Se 0.342030 1.411269 1.179148 0.12 0.13 -0.17
F 6.345810 2.197034 -1.246009 0.01 0.01 0.00
C 5.391837 1.410682 -0.709345 0.03 0.00 0.01
C 4.262485 1.082072 -1.430594 -0.05 -0.01 0.00
F 4.128288 1.548236 -2.685428 0.01 0.00 0.00
C 3.289858 0.261693 -0.884209 0.02 0.01 -0.08
F 2.268569 -0.049718 -1.687349 0.03 -0.01 0.01
C 3.384632 -0.255965 0.408558 -0.07 -0.10 0.24
S 2.242991 -1.337313 1.196812 0.38 -0.17 0.11
C 4.548583 0.096143 1.100173 0.04 0.04 -0.03
F 4.754775 -0.349915 2.348402 -0.02 -0.03 0.01
C 5.533728 0.903387 0.567611 -0.03 0.00 -0.04
F 6.631759 1.210202 1.285187 0.00 0.01 0.00
F -6.923407 -0.017616 -0.478191 0.00 0.00 0.01
C -5.580626 -0.179448 -0.547530 0.00 0.04 0.00
C -5.032095 -1.387072 -0.930843 0.03 -0.04 0.01
F -5.851065 -2.418032 -1.232120 -0.02 -0.01 0.00
C -3.662961 -1.543871 -1.006721 -0.09 0.02 0.00
F -3.197119 -2.740286 -1.398598 0.03 0.00 -0.02
C -2.745483 -0.506680 -0.721236 0.06 -0.26 0.19
O -1.481069 -0.694776 -0.875733 -0.08 0.27 -0.09
C -3.353769 0.709040 -0.333872 -0.03 -0.03 -0.07
F -2.600216 1.779640 -0.069731 0.02 0.03 -0.02
C -4.724335 0.865029 -0.254931 0.00 -0.03 0.01
F -5.246134 2.057487 0.099509 -0.01 0.01 0.01
```
Positions in Å, forces in eV/Å.

As for the LUMO energy: 4.51 eV. The charge is -2. For the HOMO energy, the calculation gives -1.1 eV. As for the energy above the lowest of the compared OMol25 structures with the same formula, charge and spin: 25.8 kcal per mole.


[2]
The following is a quantum chemistry calculation of C12H10BrMnN2O4 as an isolated structure, from OMol25.

```
30
Properties=species:S:1:pos:R:3:forces:R:3
Mn 4.542768 0.198256 -2.649349 -2.37 0.02 1.38
Br 2.030768 0.124336 -2.870299 2.07 0.08 -0.28
C -2.412272 -1.187194 -1.046519 0.77 1.23 -0.09
C -1.338172 -0.412314 -1.587459 -2.07 0.60 1.60
C -1.577002 0.942626 -1.812899 -0.44 0.12 -0.78
C -2.885542 1.453076 -1.724989 -0.38 -0.50 -0.36
C -3.949762 0.675176 -1.223529 0.94 0.59 -0.19
C -3.691192 -0.620524 -0.778989 1.80 -0.52 -0.71
N -3.278842 2.775556 -2.386399 0.07 0.89 -1.10
O -4.419072 2.891326 -2.805169 0.07 -0.98 0.89
O -2.460472 3.659686 -2.612269 0.54 -1.29 1.00
H -2.138012 -2.194934 -0.771499 -0.51 -0.24 0.11
H -0.306062 -0.730114 -1.599779 -0.17 -0.50 -0.29
H -0.735832 1.513866 -2.176949 -0.25 0.53 -0.02
H -4.923512 1.142076 -1.208499 -0.12 -0.17 0.15
H -4.400782 -1.245384 -0.257039 -0.33 0.19 -0.21
C 0.658948 -1.166954 2.780001 0.50 0.12 1.28
C 1.808518 -0.911464 3.554681 -1.84 -0.85 -0.86
C 2.987438 -0.495214 2.961491 0.07 -0.37 2.74
C 3.041398 -0.367734 1.616631 -0.50 -0.44 -2.14
C 1.920968 -0.792264 0.845111 1.70 1.59 -0.89
C 0.711838 -1.077494 1.418081 0.25 -0.51 -0.46
N 4.279728 0.175656 0.935741 -0.69 -0.08 0.62
O 5.175398 0.623656 1.588251 -0.43 -0.38 -0.20
O 4.277938 0.208546 -0.319759 0.10 -0.31 -0.81
H -0.261532 -1.495154 3.239801 0.00 0.08 0.25
H 1.706058 -1.184464 4.594571 0.51 0.45 0.19
H 3.755068 -0.419094 3.717361 0.76 0.57 -0.69
H 2.023888 -0.750964 -0.229179 -0.07 0.00 -0.07
H -0.142672 -1.332584 0.808861 0.02 0.08 -0.07
```
Positions in Å, forces in eV/Å.

As for the LUMO energy (spin up / spin down): -6.70 / -6.69 eV. The charge is +1. For the HOMO energy (spin up / spin down), the calculation gives -12.0 / -12.0 eV. The multiplicity is 6. As for the energy above the lowest of the compared OMol25 structures with the same formula, charge and spin: 27.2 kcal per mole.


[3]
The following is a quantum chemistry calculation of a 6-piece molecular cluster, C12H10Cl16N2 overall, from OMol25.

```
40
Properties=species:S:1:pos:R:3:forces:R:3
Cl -2.755370 4.774829 4.234777 0.01 -0.07 -0.12
C -3.018311 4.105409 2.610118 0.38 -0.20 0.33
Cl -4.550523 4.670866 1.994921 -0.25 0.04 -0.16
Cl -1.702681 4.613270 1.548992 -0.05 0.09 -0.04
Cl -3.008736 2.328970 2.710572 -0.07 0.15 -0.01
Cl 0.230565 -6.599851 -1.422153 0.28 0.27 0.15
C 1.725368 -5.690090 -1.111897 0.35 -0.28 -0.03
Cl 2.063797 -5.602660 0.626248 -0.17 -0.12 -0.23
Cl 3.087006 -6.512046 -1.931923 -0.32 0.10 0.20
Cl 1.604097 -4.054450 -1.750227 -0.11 0.02 -0.19
Cl 1.013472 1.022501 -7.885924 0.04 -0.18 0.04
C 1.497651 1.912078 -6.444909 -0.59 0.68 -0.01
Cl 1.654685 3.638035 -6.892687 -0.10 -0.21 0.13
Cl 0.268698 1.738909 -5.172472 0.08 0.06 -0.36
Cl 3.023789 1.361889 -5.828709 0.52 -0.34 0.09
Cl 1.231236 3.838518 3.826887 -0.09 0.30 0.12
C 1.455777 2.234627 4.457024 0.90 -0.97 -0.25
Cl 0.616826 1.069281 3.403965 -0.09 0.15 0.27
Cl 3.212706 1.789414 4.411869 -0.48 0.32 -0.03
Cl 0.929815 2.062341 6.125474 -0.26 0.20 -0.09
C -0.187348 -2.490672 0.761722 -0.53 0.07 0.32
C -0.592332 -2.058260 2.059592 0.04 0.21 0.23
C -1.955593 -2.122705 2.122788 0.04 0.16 -0.35
N -2.400401 -2.568324 0.905585 -0.31 0.16 0.84
C -1.345825 -2.807070 0.082251 0.20 0.33 -0.39
H 0.811784 -2.429470 0.374346 0.07 -0.31 -0.06
H 0.000491 -1.653725 2.864372 0.27 -0.25 -0.09
H -2.628924 -1.816071 2.904527 -0.07 -0.15 0.01
H -3.378271 -2.608352 0.687102 0.04 -0.22 -0.32
H -1.544540 -3.038613 -0.951508 0.26 -0.24 0.02
C 1.107026 1.224162 -1.933983 0.18 -0.32 0.28
C 0.689369 2.256890 -1.048779 0.04 0.19 -0.16
C -0.069205 1.685977 -0.055282 0.33 -0.18 -0.31
N -0.116988 0.352255 -0.321058 0.05 -0.73 0.23
C 0.617013 0.038093 -1.433400 -0.33 0.71 0.28
H 1.749177 1.335821 -2.788837 -0.02 0.01 -0.06
H 0.950342 3.299001 -1.145093 -0.10 0.01 0.05
H -0.514740 2.086114 0.836412 -0.10 0.11 -0.05
H -0.451332 -0.389205 0.282793 -0.19 0.41 0.03
H 0.680429 -0.997668 -1.713506 0.15 0.02 -0.31
```
Positions in Å, forces in eV/Å.

As for the LUMO energy: 0.14 eV. The charge is 0. For the HOMO energy, the calculation gives -8.0 eV. The SMILES is ClC(Cl)(Cl)Cl.ClC(Cl)(Cl)Cl.ClC(Cl)(Cl)Cl.ClC(Cl)(Cl)Cl.c1cc[nH]c1.c1cc[nH]c1. As for the energy above the lowest of the compared OMol25 structures with the same formula, charge and spin: 0.0 kcal per mole.


[4]
The following is a quantum chemistry calculation of one molecule with the formula C12H10Cl2N4, from OMol25.

```
28
Properties=species:S:1:pos:R:3:forces:R:3
N 3.781252 -0.399639 2.490662 0.57 -0.12 0.63
C 2.644237 -0.159264 1.808477 0.70 -1.61 0.85
N 2.719122 0.851505 1.010089 -0.41 0.69 0.04
C 1.633776 0.990513 0.292365 1.44 1.79 -1.58
N 1.839740 1.923107 -0.665944 -0.32 1.02 -1.53
C 0.499487 0.249017 0.364971 -2.16 -0.64 0.24
C 0.567398 -0.842913 1.191122 1.04 -1.33 1.20
N 1.687456 -1.067662 1.913369 -1.74 -0.50 -0.09
C -0.555531 -1.869347 1.259704 -0.13 0.61 -0.49
C -1.320265 -1.984181 -0.083995 0.69 0.07 1.29
C -1.569134 -0.624115 -0.661995 -0.27 0.16 -0.82
C -2.644026 -0.442073 -1.538611 0.10 1.03 0.43
Cl -3.760349 -1.764220 -1.904048 0.57 0.64 0.03
C -2.912745 0.827944 -2.072187 -0.39 -0.59 -0.25
C -2.142304 1.935655 -1.763350 -0.53 -0.64 -0.24
Cl -2.568430 3.500188 -2.494008 0.41 -0.93 0.63
C -1.074785 1.752604 -0.914214 0.70 0.83 0.54
C -0.725661 0.496373 -0.396503 -1.05 -0.61 -0.91
H 3.835880 -1.368222 2.741417 0.52 -0.18 0.27
H 4.556602 0.041210 2.017081 0.25 -0.31 0.43
H 1.460137 1.704761 -1.589978 0.17 0.43 0.52
H 2.809858 2.219081 -0.632091 -0.31 0.01 -0.40
H -1.292656 -1.549596 2.005577 0.26 0.06 0.13
H -0.183783 -2.848935 1.550067 0.22 0.15 0.17
H -0.764179 -2.652582 -0.740922 0.01 0.16 -0.36
H -2.258597 -2.483417 0.155042 -0.05 0.06 -0.30
H -3.750164 0.929090 -2.728294 -0.38 0.08 -0.31
H -0.512337 2.635120 -0.613803 0.09 -0.30 -0.14
```
Positions in Å, forces in eV/Å.

As for the LUMO energy: 0.55 eV. The charge is 0. For the HOMO energy, the calculation gives -8.2 eV. The SMILES is Nc1nc(N)c2c(n1)CCc1c(Cl)cc(Cl)cc1-2.


Number 1: total energy -11654.51072 a.u., maximum force 0.43 eV Å⁻¹. Number 2: total energy -4598.27751 a.u., maximum force 2.77 eV Å⁻¹. Number 3: total energy -7935.76906 a.u., maximum force 1.35 eV Å⁻¹. Number 4: total energy -1602.75010 a.u., maximum force 2.79 eV Å⁻¹.